The following is a DFT calculation (the ωB97M-V functional and the def2-TZVPD basis) of a single C2H2N3OP molecule in a non-equilibrium geometry.

## Properties
- HOMO-LUMO gap (spin up / spin down) (eV) = 6.80 / 7.72
- LUMO (spin up / spin down) (eV) = 0.72 / -3.08
- multiplicity = 3
- relative energy (zero: lowest compared OMol25 entry of this formula, charge and spin) (kcal/mol) = 0.00
- calculated total energy (Ha) = -658.1019

```
9
Properties=species:S:1:pos:R:3:forces:R:3
C -0.975 -0.396 1.056 0.78 2.39 -1.76
C 0.298 0.291 -0.566 0.04 -4.36 -0.46
N -0.284 -0.839 -0.028 -0.41 0.89 0.92
N -0.899 0.923 1.187 0.62 -0.61 0.27
N -0.034 1.298 0.176 -1.04 -0.33 0.47
O 2.286 -1.326 -1.741 3.69 -0.42 -0.28
P 0.849 -1.125 -1.778 -2.80 1.58 -0.51
H -1.535 -1.032 1.653 -0.97 -0.76 1.13
H 0.293 2.208 0.041 0.09 1.62 0.22
```
Forces are in eV/Å.

Atom charges from the natural (NBO) analysis, given in e for atoms 1 to 2:
1 C 0.16
2 C 0.09